[1]
Entry from the Open Molecules 2025 dataset: a structure of composition C48H42BrF5GeN3O5PS2TeV (the ωB97M-V functional and the def2-TZVPD basis).

```
110
Properties=species:S:1:pos:R:3:mulliken_charge:R:1
V 0.218 -0.130 -0.072 1.2589
C 0.371 2.517 1.844 -1.1469
O -0.495 1.554 1.251 1.6929
C -1.852 1.583 1.572 0.0960
C -2.349 2.144 2.756 -0.7359
C -3.746 2.012 2.915 0.0338
Br -4.504 2.776 4.507 -0.2831
C -4.577 1.369 2.047 -1.3552
C -4.046 0.788 0.833 1.0775
C -2.644 1.008 0.636 0.4450
O -2.038 0.649 -0.583 -0.6932
C -4.852 0.049 -0.046 -0.7590
N -6.193 -0.131 0.047 -0.9422
C -6.524 -0.967 -0.983 0.5264
C -7.763 -1.483 -1.364 -0.8367
C -7.833 -2.339 -2.471 -0.3703
C -6.697 -2.686 -3.196 -0.7326
C -5.440 -2.179 -2.832 -0.6898
C -5.383 -1.331 -1.742 0.3191
N -4.339 -0.686 -1.130 1.1262
H 0.435 2.351 2.918 0.1038
H -0.003 3.521 1.636 0.4550
H 1.339 2.364 1.378 0.0027
H -1.724 2.605 3.502 0.4355
H -5.636 1.272 2.241 0.5280
H -1.658 1.481 -0.946 -0.8736
H -8.651 -1.221 -0.800 0.4159
H -8.793 -2.746 -2.769 0.3423
H -6.780 -3.359 -4.041 0.3706
H -4.544 -2.450 -3.381 0.4855
H -3.378 -0.659 -1.427 -0.4106
F -3.827 -5.544 1.006 -0.4162
C -3.023 -4.676 0.369 0.5377
C -2.576 -3.538 1.012 -0.4029
F -2.958 -3.298 2.271 -0.4468
C -1.739 -2.679 0.334 -0.2127
F -1.291 -1.583 1.010 0.2605
C -1.319 -2.865 -0.968 0.8780
S -0.260 -1.734 -1.792 -0.5667
C -1.798 -4.019 -1.578 0.0419
F -1.447 -4.310 -2.842 -0.4665
C -2.628 -4.912 -0.928 0.3339
F -3.053 -6.024 -1.555 -0.3984
C 5.211 2.107 -3.807 -1.0401
C 3.910 2.745 -3.367 -0.2042
O 3.351 2.003 -2.290 -0.1607
P 2.061 1.027 -2.306 0.2516
O 1.329 1.327 -1.010 -0.6425
Te 0.893 1.218 -4.345 -0.3996
O 2.731 -0.396 -2.108 -0.0474
C 3.152 -1.263 -3.159 -0.1358
C 4.372 -2.002 -2.663 -1.3277
H 5.714 2.743 -4.541 0.4142
H 5.025 1.134 -4.267 0.1877
H 5.878 1.962 -2.955 0.2486
H 3.208 2.801 -4.196 0.1559
H 4.083 3.758 -3.000 0.2765
H 3.361 -0.700 -4.069 0.4656
H 2.327 -1.944 -3.374 0.1690
H 5.186 -1.307 -2.449 0.3115
H 4.709 -2.718 -3.418 0.4079
H 4.138 -2.544 -1.746 0.1990
C 1.654 -0.696 0.982 -0.5461
Ge 1.436 -1.571 2.656 2.0875
C 0.853 -3.449 2.406 -0.0575
C 0.941 -4.003 1.127 -0.6125
C 0.523 -5.308 0.877 -0.5016
C 0.000 -6.081 1.906 -0.5953
C -0.092 -5.551 3.189 -0.7035
C 0.336 -4.249 3.432 0.2246
C 0.202 -0.775 3.969 0.3277
C 0.664 0.270 4.779 -0.3487
C -0.141 0.844 5.755 -0.6880
C -1.443 0.390 5.936 -0.5247
C -1.927 -0.634 5.135 -0.5119
C -1.106 -1.215 4.171 -0.1800
C 3.102 -1.713 3.721 -0.1805
C 4.337 -1.655 3.071 -0.6470
C 5.534 -1.774 3.771 -0.6790
C 5.518 -1.954 5.148 -0.4471
C 4.300 -2.017 5.815 -0.7315
C 3.108 -1.895 5.107 -0.2675
H 2.709 -0.531 0.732 0.1129
H 1.300 -3.377 0.314 0.3994
H 0.580 -5.709 -0.129 0.4300
H -0.348 -7.089 1.708 0.3754
H -0.512 -6.146 3.993 0.3596
H 0.241 -3.844 4.436 0.3082
H 1.682 0.630 4.659 0.4426
H 0.242 1.652 6.369 0.3447
H -2.087 0.855 6.673 0.3796
H -2.950 -0.973 5.245 0.4476
H -1.501 -2.022 3.570 0.0293
H 4.362 -1.509 1.995 0.2669
H 6.479 -1.722 3.241 0.3977
H 6.448 -2.042 5.699 0.3481
H 4.278 -2.157 6.890 0.3783
H 2.168 -1.939 5.647 0.3031
S -1.416 3.702 -1.272 -0.5772
C -1.900 3.578 -2.858 0.1092
N -1.587 4.537 -3.773 0.0747
C -1.910 4.522 -5.087 -0.2677
C -2.633 3.506 -5.602 -0.6646
C -3.013 2.459 -4.711 -0.2313
C -2.664 2.481 -3.414 -0.2998
H -1.016 5.283 -3.401 0.2176
H -1.559 5.360 -5.671 0.3727
H -2.892 3.495 -6.649 0.3754
H -3.580 1.615 -5.087 0.4496
H -2.942 1.679 -2.745 0.5431
```

For the frontier orbital gap (alpha / beta), the calculation gives 3.056 / 5.649 eV. For the highest occupied orbital energy (alpha / beta), the calculation gives 0.37 / -2.23 eV. As for the spin multiplicity: 4. The value obtained for the LUMO energy (alpha / beta) is 3.4 / 3.4 eV. Its largest force on an atom is 1.00 eV/A. The net charge is -2.

[2]
Entry from the Open Molecules 2025 dataset: a cluster of 2 separate species, C2H4F2S in total in a non-equilibrium geometry (the ωB97M-V functional and the def2-TZVPD basis).

```
9
Properties=species:S:1:pos:R:3:mulliken_charge:R:1
C 0.467 0.830 -0.119 -0.7155
C -0.874 0.170 -0.464 0.2531
F 0.838 -2.074 0.675 -0.3912
F -0.888 -0.418 -1.626 -0.1861
S -2.207 0.233 0.502 -0.1783
H 0.378 1.817 0.348 0.3056
H 1.154 0.383 0.718 0.2429
H 1.124 0.914 -1.020 0.2760
H 0.007 -1.855 0.986 0.3933
```

For the frontier orbital gap (alpha / beta), the calculation gives 9.172 / 9.171 eV. The SMILES is CC(F)=S.F. For the highest occupied orbital energy (alpha / beta), the calculation gives -9.56 / -9.55 eV. The value obtained for the LUMO energy (alpha / beta) is -0.4 / -0.4 eV. Its largest force on an atom is 2.85 eV/A. The net charge is 0. The energy relative to the best compared isomer or geometry (same formula, charge and spin) is 21.3 kcal/mol.

[3]
Entry from the Open Molecules 2025 dataset: the molecule C15H24N4O5S2 (the ωB97M-V functional and the def2-TZVPD basis).

```
50
Properties=species:S:1:pos:R:3:mulliken_charge:R:1
C -1.280 3.385 5.243 -0.9900
N -1.547 2.542 4.097 -0.0711
C -2.387 1.419 4.455 -0.9501
H -2.605 0.840 3.560 0.2321
H -1.919 0.755 5.199 0.3417
H -3.323 1.795 4.866 0.3610
C -0.330 2.108 3.438 0.4743
H -0.589 1.327 2.719 -0.2549
C 0.328 3.252 2.654 -1.0101
N 1.192 2.729 1.626 -0.0579
C 0.935 2.830 0.318 0.5731
O 0.091 3.534 -0.204 -0.6948
C 1.847 1.928 -0.514 0.3865
O 2.803 1.339 -0.037 -0.6778
N 1.472 1.892 -1.806 -0.0990
C 1.886 0.821 -2.668 -0.9222
H 2.906 0.551 -2.385 0.3562
H 1.858 1.132 -3.713 0.3174
C 0.927 -0.385 -2.458 -0.4906
N 0.851 -0.689 -1.055 0.2327
S -0.567 -0.493 -0.246 1.6123
O -0.267 -0.289 1.139 -0.7659
O -1.330 0.482 -0.956 -0.7628
C -1.360 -2.068 -0.397 0.0523
C -1.417 -3.070 0.523 -0.4589
C -2.047 -4.225 0.012 -0.6018
C -2.438 -4.071 -1.281 -0.4927
S -2.054 -2.513 -1.903 -0.0620
H -2.936 -4.784 -1.908 0.4641
H -2.198 -5.123 0.583 0.4139
H -1.033 -2.962 1.520 0.5228
C 1.888 -1.518 -0.482 -0.9106
H 1.552 -1.783 0.521 0.4632
H 2.806 -0.925 -0.390 0.3736
C 2.117 -2.747 -1.360 -0.4534
H 1.241 -3.397 -1.327 0.1726
H 2.987 -3.304 -1.015 0.4258
C 2.333 -2.266 -2.795 -0.4267
H 3.259 -1.680 -2.859 0.2552
O 1.226 -1.501 -3.248 -0.4878
H 2.395 -3.103 -3.493 0.4049
H -0.079 -0.068 -2.762 0.6766
H 0.591 2.360 -1.994 0.3291
H 1.894 2.048 1.885 0.2740
H -0.447 3.839 2.156 0.4493
H 0.911 3.904 3.312 0.2608
H 0.397 1.682 4.155 0.2216
H -0.741 4.274 4.923 0.2904
H -2.227 3.698 5.681 0.3525
H -0.689 2.872 6.019 0.3511
```

For the frontier orbital gap, the calculation gives 8.865 eV. The SMILES is CN(C)CCNC(=O)C(=O)NC[C@H]1OCCCN1S(=O)(=O)c1cccs1. For the highest occupied orbital energy, the calculation gives -8.40 eV. The value obtained for the LUMO energy is 0.5 eV. Its largest force on an atom is 0.97 eV/A. The net charge is 0. The energy relative to the best compared isomer or geometry (same formula, charge and spin) is 0.1 kcal/mol.

[4]
Entry from the Open Molecules 2025 dataset: a structure of composition C23H21Br4HgN3O3Sb in a non-equilibrium geometry (the ωB97M-V functional and the def2-TZVPD basis).

```
56
Properties=species:S:1:pos:R:3:mulliken_charge:R:1
Hg -16.690 1.465 4.110 1.4222
C -17.529 3.461 8.207 -1.4180
C -17.104 2.753 6.996 0.6506
N -17.776 2.709 5.869 0.2616
N -19.017 3.113 5.804 -0.8360
C -19.321 3.548 4.521 0.0704
O -18.642 3.382 3.494 -0.8549
C -20.591 4.212 4.495 0.5580
C -21.408 4.466 5.659 -0.0847
C -22.620 5.125 5.518 -0.6998
C -23.008 5.596 4.233 -0.2203
C -22.280 5.330 3.095 -0.7205
C -21.060 4.685 3.247 -0.3467
C -15.790 2.246 7.103 0.4145
C -15.116 2.115 8.356 -0.5794
C -13.809 1.806 8.427 -0.2770
C -13.095 1.580 7.168 -0.8682
C -13.784 1.708 5.958 -0.5518
N -15.082 2.049 5.958 -0.2129
H -18.513 3.869 7.935 0.3043
H -16.871 4.305 8.411 0.3367
H -17.662 2.866 9.119 0.2627
H -21.153 4.063 6.638 0.3596
H -23.298 5.346 6.378 0.2874
H -23.918 6.165 4.196 0.3479
H -22.647 5.751 2.190 0.3800
H -20.411 4.622 2.374 0.3387
H -15.713 2.414 9.274 0.0797
H -13.278 1.877 9.391 0.3514
H -12.053 1.268 7.188 0.3283
H -13.410 1.434 5.021 0.7235
Br -12.268 -4.740 5.119 -0.2304
C -13.737 -3.626 5.021 -0.3722
C -14.925 -3.849 5.747 0.8772
Br -15.174 -5.628 6.275 -0.2890
C -16.020 -3.003 5.800 -0.5585
Br -17.720 -3.586 6.435 -0.2147
C -15.937 -1.679 5.248 0.3625
O -16.872 -0.826 5.269 -0.7704
C -14.668 -1.330 4.407 0.0455
O -14.577 -0.195 3.880 -0.7519
C -13.757 -2.440 4.295 0.1779
Br -12.324 -2.151 3.093 -0.2771
C -15.290 -0.522 0.615 -0.8636
Sb -17.033 0.023 1.759 0.5396
C -18.073 1.414 0.521 -1.1240
C -18.106 -1.777 2.186 -1.0046
H -14.786 0.366 0.258 0.3229
H -15.561 -1.206 -0.176 0.3752
H -14.643 -1.022 1.310 0.0540
H -17.355 2.251 0.281 0.2935
H -18.916 1.713 1.043 0.3196
H -18.448 0.977 -0.444 0.3555
H -19.180 -1.554 1.955 0.3636
H -17.973 -1.989 3.222 0.2090
H -17.737 -2.606 1.536 0.3530
```

For the frontier orbital gap (alpha / beta), the calculation gives 3.612 / 4.990 eV. For the highest occupied orbital energy (alpha / beta), the calculation gives 0.65 / -0.73 eV. As for the spin multiplicity: 2. The value obtained for the LUMO energy (alpha / beta) is 4.3 / 4.3 eV. Its largest force on an atom is 3.59 eV/A. The net charge is -2. The energy relative to the best compared isomer or geometry (same formula, charge and spin) is 17.1 kcal/mol.